42
Properties=species:S:1:pos:R:3:forces:R:3:lowdin_charge:R:1 method="wB97M-V/def2-TZVPD" e_homo_ev=-8.35 multiplicity=1 charge=0 orbital_gap_ha=0.3192
O -3.417431 1.106555 1.144901 -0.3 0.2 0.0 0.067
O 0.852951 -0.700832 0.300164 0.2 -0.2 0.0 0.062
O 1.660485 -4.088019 0.080652 0.1 0.2 -0.5 0.055
O -2.928770 -2.839684 -0.990499 -0.2 -0.2 -0.1 0.099
N -3.127781 -0.879184 0.107140 -0.5 0.1 0.0 0.217
N -1.152101 1.264585 -2.238379 -0.6 -0.1 -0.1 0.077
N 0.379263 2.672963 -1.499995 -0.2 -0.2 -0.3 -0.090
N 0.660634 1.730524 1.300291 0.1 -0.4 0.0 0.048
N -1.025491 -1.774305 -0.345003 0.2 -0.3 -0.2 0.080
C -0.637521 1.515976 1.232315 -0.1 -0.4 0.1 -0.030
C 1.274062 3.011669 1.506729 0.4 0.3 -0.1 -0.169
C -0.374536 -0.714863 0.253174 -0.2 0.5 0.2 -0.370
C -2.399086 -1.897090 -0.454006 -0.1 0.1 0.0 -0.466
C 1.040894 1.643863 -2.113516 0.2 -0.2 -0.1 -0.069
C 1.952573 3.524718 0.230326 -0.4 0.0 0.1 -0.151
C 0.973304 3.842412 -0.906931 0.5 0.3 0.2 -0.135
C 0.877164 -4.868517 2.009195 0.5 -0.1 -0.2 -0.062
C -1.205124 0.343417 0.781323 0.1 0.0 0.2 -0.072
C -0.150074 -4.132008 1.369369 0.1 0.3 -0.6 -0.016
C 0.078107 0.785955 -2.557173 0.2 0.1 0.0 -0.151
C -2.651788 0.268177 0.717334 0.4 -0.1 0.0 -0.440
C 1.950685 -4.807724 1.177965 -0.2 -0.4 0.8 -0.124
C -0.202838 -2.843656 -0.893036 0.3 -0.2 -0.2 -0.038
C 0.382229 -3.680371 0.197652 -0.7 0.0 0.5 -0.256
C -0.941164 2.388060 -1.613384 -0.1 0.1 -0.1 -0.190
H 2.498165 4.437313 0.473736 0.1 0.0 0.0 0.115
H 1.512678 4.396821 -1.684693 -0.2 0.0 0.1 0.129
H 0.612109 -2.402256 -1.472459 -0.1 -0.1 0.0 0.134
H 0.509959 3.720013 1.838834 0.0 0.0 0.0 0.127
H 2.107828 1.609132 -2.187940 0.2 0.0 0.0 0.116
H -1.308245 2.308956 1.546385 0.0 0.1 0.0 0.148
H 2.030833 2.921313 2.293420 -0.1 0.1 0.0 0.124
H 2.674109 2.780514 -0.110244 0.1 0.0 0.0 0.110
H 0.163110 4.476825 -0.537153 0.0 0.0 -0.1 0.130
H -1.145986 -3.966518 1.726582 -0.2 0.1 0.0 0.113
H 1.230356 0.941997 0.969979 -0.1 0.1 0.1 0.127
H 2.937843 -5.219227 1.247313 0.2 0.0 -0.1 0.116
H -1.713031 3.023843 -1.227713 -0.1 0.3 0.2 0.132
H -4.133742 -0.956238 0.007251 0.2 0.0 0.0 0.172
H -0.851239 -3.438300 -1.543216 0.2 0.2 0.1 0.135
H 0.189551 -0.136704 -3.089780 0.1 -0.2 -0.1 0.099
H 0.817056 -5.370107 2.953090 0.1 -0.1 0.2 0.098

---

65
Properties=species:S:1:pos:R:3:forces:R:3:mulliken_spin:R:1 method="wB97M-V/def2-TZVPD" e_homo_ev="-5.15 / -6.13" multiplicity=3 charge=-1 orbital_gap_ha="0.2623 / 0.2490"
Au 0.927373 0.668087 1.147594 -0.1 0.0 0.0 0.628
I 5.455494 1.471014 3.765309 0.0 0.0 0.0 0.000
O -1.218649 1.155221 0.933288 0.3 0.0 0.2 0.080
O 0.162373 -0.820332 2.410107 0.1 -0.2 0.1 0.194
O 0.234888 -6.656906 3.820083 0.0 0.0 0.0 0.000
O 1.071924 -2.353183 1.053227 0.2 -0.1 -0.1 0.001
O -0.063245 -2.586210 -4.854571 -0.1 0.1 0.0 0.000
O -1.369217 -6.127970 5.396958 0.0 0.0 0.0 0.000
O -1.608467 -1.393732 -5.762609 0.1 -0.1 0.1 0.000
O 2.899370 0.243937 1.844891 -0.3 0.0 0.1 0.110
O -3.372507 0.809678 0.523172 -0.1 0.1 0.0 0.018
N 3.917221 1.396149 0.152427 0.1 0.0 0.1 0.003
N -0.960290 -1.764186 -4.796975 0.0 0.0 -0.1 0.000
C -2.528510 0.373987 -2.188868 0.0 0.0 0.0 0.005
C -0.075172 -5.317388 3.737164 0.0 0.0 0.0 0.001
C -0.059359 -3.074414 3.009002 0.0 -0.1 0.1 0.021
C -0.897999 -1.051996 -1.139717 0.0 0.0 -0.1 -0.021
C -0.554345 -7.178277 4.881170 0.0 0.0 0.0 0.000
C -1.035978 3.494668 -3.115008 0.0 0.0 0.0 0.004
C -2.236964 -0.176339 -3.422571 0.0 0.0 0.0 0.000
C 1.049833 2.758446 0.012676 0.1 0.2 -0.2 0.850
C -2.189205 0.669234 0.249143 0.1 -0.1 0.0 -0.002
C 0.782163 3.030339 -1.436295 0.3 0.0 0.0 -0.101
C -3.277600 4.099652 -2.495639 0.0 0.0 0.0 -0.001
C 3.933658 0.716569 1.249329 0.1 -0.1 -0.1 -0.001
C 5.224845 0.354517 1.952122 0.1 0.0 0.0 0.012
C 1.659641 4.269037 -1.768689 0.0 0.0 -0.1 0.062
C -1.536338 -3.735109 4.817718 0.0 0.0 0.0 0.000
C -1.620606 3.651933 -0.805529 0.0 -0.1 0.0 0.014
C 0.430272 -4.381381 2.877556 0.0 0.0 0.0 -0.001
C -2.325430 3.852915 -3.474776 0.0 0.0 0.0 0.002
C -1.276728 -1.173736 -3.486766 0.0 -0.1 -0.1 0.000
C -1.021425 -2.760648 3.957540 0.0 0.0 0.0 0.004
C -1.034584 -5.004285 4.682144 0.0 0.0 0.0 -0.001
C -0.609760 -1.633196 -2.366061 0.0 0.0 0.0 -0.003
C -1.849908 -0.043581 -1.045674 0.0 0.1 -0.1 0.012
C -0.661303 3.385602 -1.775831 0.0 0.0 0.0 0.034
C 0.467487 -2.030744 2.065562 -0.3 0.2 0.0 -0.018
C -2.918525 3.993803 -1.161116 -0.1 0.0 0.0 -0.001
C 1.294199 1.848080 -2.271584 0.0 0.0 0.0 0.046
H 2.706069 4.056837 -1.545454 0.0 0.0 0.0 -0.001
H -0.313900 3.291639 -3.895512 0.0 0.0 0.0 0.001
H 2.297245 1.577973 -1.938238 0.0 0.0 0.0 0.000
H -0.359297 -1.399445 -0.271239 0.0 0.0 0.1 0.010
H 0.647260 0.978788 -2.158463 0.0 0.0 0.0 -0.020
H 1.567544 4.510957 -2.830145 0.0 0.0 0.0 0.015
H 2.033787 2.251477 0.192358 -0.2 0.1 -0.1 0.091
H 0.128869 -2.416042 -2.452465 0.0 0.0 0.0 0.000
H -1.195820 -7.976613 4.499009 0.0 0.0 0.0 0.000
H 5.212013 -0.687867 2.253436 0.0 0.0 0.0 0.001
H -2.294983 -3.503419 5.551086 0.0 0.0 0.0 0.000
H 1.346156 2.098555 -3.331888 0.0 0.0 0.0 -0.001
H -1.375349 -1.741142 4.012108 0.0 0.0 0.0 0.000
H -2.734067 0.150251 -4.323848 0.0 0.0 0.0 0.000
H 6.103050 0.575835 1.354307 0.0 0.0 0.0 0.000
H 0.753892 3.499029 0.745494 -0.1 0.0 0.0 -0.049
H 0.101190 -7.548155 5.675192 0.0 0.0 0.0 0.000
H -2.589333 3.921882 -4.522857 0.0 0.0 0.0 0.000
H 1.340917 5.137731 -1.191111 0.0 0.0 0.0 -0.009
H 4.861162 1.667266 -0.104662 0.0 0.0 0.0 0.000
H -4.292752 4.355343 -2.770686 0.0 0.0 0.0 0.000
H -3.656166 4.149526 -0.385433 0.0 0.0 0.0 0.000
H -3.276511 1.148924 -2.090584 0.0 0.0 0.0 0.000
H 1.165214 -4.607489 2.118857 0.0 0.0 0.0 0.000
H -1.384817 3.528904 0.240832 0.0 0.0 0.0 0.009

---

23
Properties=species:S:1:pos:R:3:forces:R:3:mulliken_spin:R:1 method="wB97M-V/def2-TZVPD" e_homo_ev="-17.02 / -14.64" multiplicity=4 charge=+2 orbital_gap_ha="0.3088 / 0.1877"
Er -0.197754 -0.072274 -1.303372 0.8 -0.1 0.2 2.365
O 0.982327 -3.277794 -0.254826 -0.7 1.9 -1.9 0.336
O 0.590007 0.543661 -4.739849 0.0 -1.0 4.5 -0.023
O -2.500435 1.177409 -3.816448 2.6 -1.5 3.6 -0.009
O 0.481801 0.927170 0.396641 0.4 0.4 1.0 0.006
O -1.720655 -3.147751 -2.393472 1.7 3.6 0.7 -0.003
O -2.958103 -1.354935 0.477924 3.0 1.8 -1.7 -0.024
N 1.139193 2.880819 1.314250 -0.1 -0.5 -0.1 0.000
N 0.795932 1.069074 2.664502 0.0 0.0 -0.3 0.000
C -1.845607 0.807726 -2.940512 -3.7 1.9 -3.9 -0.011
C 0.802959 1.589433 1.448930 0.1 0.8 0.0 0.001
C -2.072416 -0.835252 -0.039661 -4.1 -2.1 2.5 -0.022
C 0.416321 -0.308564 2.957212 0.0 -0.5 0.0 0.001
C 0.776997 -2.407018 -1.038473 2.0 -1.8 1.6 0.303
C -1.248113 -2.112498 -2.185213 -2.4 -4.0 -1.6 -0.023
C 0.550248 0.301346 -3.609866 0.9 1.0 -5.6 -0.032
H 1.133035 3.285779 0.389800 0.1 0.1 0.3 -0.001
H 1.091582 1.695079 3.404105 -0.1 -0.4 0.1 0.000
H 0.365042 -0.410800 4.052386 0.0 -0.1 -0.6 0.000
H 1.374859 3.426153 2.127816 0.0 0.3 -0.3 0.000
H -0.575427 -0.545220 2.515076 0.6 0.2 0.4 -0.001
H 1.449383 -2.210826 -1.980155 -0.4 -0.4 0.6 0.134
H 1.168828 -1.020707 2.553202 -0.4 0.4 0.3 0.000

---

9
Properties=species:S:1:pos:R:3:forces:R:3:lowdin_charge:R:1 method="wB97M-V/def2-TZVPD" smiles="FC/C(F)=C(/F)Br" e_homo_ev=-8.79 multiplicity=1 charge=0 orbital_gap_ha=0.3317
Br 0.012696 -0.279483 2.729087 -0.1 0.5 0.6 0.855
F -0.429171 -2.305673 1.048916 0.2 -1.1 0.4 0.028
F 0.118302 -1.333401 -1.288136 -0.4 1.1 0.5 0.031
F 1.304963 1.445532 -0.506341 1.3 1.0 0.1 -0.029
C -0.169078 -1.033310 1.091354 0.4 3.6 -7.8 -0.750
C 0.014673 1.033844 -0.688998 1.9 -2.0 -4.0 -0.191
C -0.021291 -0.372284 -0.320693 -1.3 -4.7 6.5 -0.179
H -0.601176 1.695665 -0.259716 -2.4 2.0 2.4 0.078
H -0.229917 1.149110 -1.805472 0.4 -0.5 1.3 0.158

---

Looking at E for the records above, in order, we have -1194.7149 -2263.8492 -1846.2639 -2989.0169 Eh.
Looking at energy above the lowest of the compared OMol25 structures with the same formula, charge and spin for the records above, in order, we have 0.0 0.0 37.6 53.0 kcal/mol.